No. 1
Here is a single C6H11N molecule at a distorted geometry from OMol25. Energies are from wB97M-V/def2-TZVPD.

## Properties
Calculated total energy   -289.9136 hartree
Kohn-Sham gap   8.72 eV
Molar mass   97.2 g/mol
Structure (SMILES)   C=C/C=C(\C)NC
ΔE to the lowest compared entry with this formula, charge and spin   152.4 kJ/mol

Geometry as ORCA input:
```
! RIJCOSX wB97M-V def2-TZVPD def2/J DEFGRID3
* xyz 0 1
C -2.206 1.970 1.256
C -1.378 1.577 0.297
C -0.875 0.190 0.236
C 0.258 -0.252 -0.312
C 1.313 0.679 -0.846
N 0.511 -1.613 -0.507
C 1.807 -2.181 -0.100
H -2.506 2.988 1.480
H -2.680 1.301 1.970
H -1.078 2.225 -0.515
H -1.638 -0.505 0.584
H 2.243 0.574 -0.285
H 1.610 0.497 -1.881
H 0.937 1.693 -0.757
H -0.226 -2.291 -0.493
H 2.638 -1.586 -0.463
H 1.828 -3.133 -0.633
H 1.899 -2.351 0.968
*
```

***

No. 2
Here is a single C4H7NO molecule from OMol25. Energies are from wB97M-V/def2-TZVPD.

## Properties
Calculated total energy   -286.5421 hartree
Kohn-Sham gap   10.40 eV
Molar mass   85.1 g/mol
Structure (SMILES)   O=CC[C@H]1CN1
ΔE to the lowest compared entry with this formula, charge and spin   235.2 kJ/mol

Geometry as ORCA input:
```
! RIJCOSX wB97M-V def2-TZVPD def2/J DEFGRID3
* xyz 0 1
O 0.974 1.623 -1.156
C 1.500 0.929 -0.317
C 1.075 -0.494 -0.019
C -0.356 -0.485 0.592
C -1.335 0.405 -0.088
N -1.370 -1.038 -0.317
H 2.297 1.370 0.307
H 1.852 -0.983 0.586
H 0.963 -1.051 -0.956
H -0.433 -0.692 1.660
H -0.878 0.967 -0.897
H -2.151 0.921 0.419
H -2.140 -1.473 0.186
*
```

***

No. 3
Here is a molecular structure, C27H37BrFeN2O2PS5Se at a distorted geometry from OMol25. Energies are from wB97M-V/def2-TZVPD.

## Properties
Calculated total energy   -9882.5877 hartree
Expectation value of S²   8.78
Kohn-Sham gap (alpha / beta)   7.17 / 5.99 eV
Molar mass   827.6 g/mol
ΔE to the lowest compared entry with this formula, charge and spin   63.6 kJ/mol

Geometry as ORCA input:
```
! RIJCOSX wB97M-V def2-TZVPD def2/J DEFGRID3
* xyz 0 6
Fe 0.472 -0.329 -0.318
O 3.693 1.211 5.168
C 3.137 0.817 4.005
C 3.874 0.319 2.936
C 3.207 -0.038 1.785
N 1.879 0.067 1.654
C 1.208 0.525 2.698
Br -0.661 0.617 2.426
C 1.757 0.922 3.894
H 4.650 1.118 5.128
H 4.950 0.215 2.997
H 3.735 -0.415 0.916
H 1.156 1.296 4.714
S -3.619 -6.348 -0.343
C -2.508 -5.159 -0.373
S -2.145 -4.222 -1.788
C -0.950 -3.169 -1.096
C -0.682 -3.383 0.280
S 0.415 -2.494 1.175
S -1.580 -4.679 1.011
S -0.197 -2.012 -2.035
Se 2.277 0.713 -1.418
C 3.090 -0.073 -2.860
N 3.669 -0.523 -3.754
O -0.948 1.060 -0.863
P -2.349 1.594 -1.128
C -3.465 0.759 0.058
C -3.148 -0.754 0.105
C -3.750 -1.398 1.368
C -5.059 -0.714 1.804
C -5.791 -0.163 0.583
C -4.991 0.981 -0.066
C -2.676 1.387 -2.920
C -2.848 -0.078 -3.362
C -4.307 -0.546 -3.343
C -5.184 0.359 -4.210
C -5.118 1.802 -3.710
C -3.677 2.309 -3.657
C -2.323 3.422 -0.952
C -1.132 3.940 -0.118
C -1.431 4.064 1.376
C -2.696 4.883 1.615
C -3.883 4.196 0.947
C -3.669 4.079 -0.566
H -3.103 1.191 1.002
H -2.076 -0.918 0.103
H -3.534 -1.243 -0.793
H -3.019 -1.360 2.182
H -3.937 -2.456 1.164
H -4.846 0.112 2.495
H -5.689 -1.421 2.344
H -6.781 0.204 0.858
H -5.946 -0.974 -0.138
H -5.270 1.920 0.404
H -5.276 1.057 -1.110
H -1.671 1.707 -3.215
H -2.218 -0.731 -2.759
H -2.478 -0.159 -4.390
H -4.699 -0.536 -2.318
H -4.357 -1.580 -3.692
H -6.218 0.007 -4.211
H -4.826 0.318 -5.247
H -5.576 1.864 -2.721
H -5.701 2.460 -4.358
H -3.660 3.323 -3.258
H -3.313 2.380 -4.688
H -2.108 3.700 -1.984
H -0.869 4.931 -0.499
H -0.269 3.295 -0.286
H -0.576 4.523 1.876
H -1.564 3.071 1.812
H -2.568 5.886 1.190
H -2.881 5.004 2.686
H -4.806 4.748 1.137
H -4.001 3.206 1.396
H -3.684 5.089 -0.988
H -4.503 3.540 -1.027
*
```

***

No. 4
Here is a molecular structure, C22H22BF6IrO4S2Sb at a distorted geometry from OMol25. Energies are from wB97M-V/def2-TZVPD.

## Properties
Calculated total energy   -2917.0093 hartree
Expectation value of S²   0.77
Kohn-Sham gap (alpha / beta)   7.41 / 4.98 eV
Molar mass   853.3 g/mol
ΔE to the lowest compared entry with this formula, charge and spin   0.0 kJ/mol

Geometry as ORCA input:
```
! RIJCOSX wB97M-V def2-TZVPD def2/J DEFGRID3
* xyz 2 2
Ir -0.153 0.446 0.459
O -0.156 -0.265 2.319
S -0.099 -0.114 3.857
C 0.281 1.616 4.157
C -0.628 2.608 3.439
C 0.104 3.942 3.248
C 1.220 3.859 2.214
S 0.773 3.750 0.462
O 0.026 2.412 0.228
C -0.527 4.943 0.345
C -0.109 6.269 0.281
C -1.073 7.257 0.180
C -2.419 6.912 0.119
C -2.809 5.582 0.164
C -1.859 4.575 0.278
C -1.776 -0.201 4.420
C -2.842 -0.242 3.539
C -4.125 -0.325 4.061
C -4.316 -0.368 5.434
C -3.230 -0.345 6.302
C -1.942 -0.273 5.799
H 1.324 1.702 3.841
H 0.260 1.731 5.243
H -1.553 2.749 3.996
H -0.914 2.212 2.465
H 0.572 4.250 4.187
H -0.605 4.728 2.990
H 1.852 2.977 2.348
H 1.877 4.731 2.252
H 0.943 6.531 0.298
H -0.773 8.295 0.131
H -3.165 7.688 0.021
H -3.856 5.318 0.103
H -2.149 3.536 0.303
H -2.680 -0.231 2.474
H -4.968 -0.361 3.385
H -5.318 -0.441 5.835
H -3.385 -0.401 7.370
H -1.091 -0.288 6.472
O 2.465 -0.998 -0.136
B 1.795 0.186 0.301
O 2.804 1.156 0.588
C 3.983 0.605 0.283
C 5.245 1.158 0.350
C 6.269 0.324 -0.048
C 6.047 -1.029 -0.498
C 4.796 -1.584 -0.565
C 3.758 -0.746 -0.168
H 5.415 2.171 0.683
H 7.288 0.689 -0.030
H 6.909 -1.613 -0.791
H 4.616 -2.595 -0.901
F -1.242 0.727 -1.436
Sb -3.039 0.164 -0.772
F -3.797 1.660 -1.550
F -3.255 -1.055 -2.132
F -4.497 -0.279 0.283
F -1.863 -1.106 0.166
F -2.405 1.245 0.718
*
```

***

Repeat the first record exactly.
Here is a single C6H11N molecule at a distorted geometry from OMol25. Energies are from wB97M-V/def2-TZVPD.

## Properties
Calculated total energy   -289.9136 hartree
Kohn-Sham gap   8.72 eV
Molar mass   97.2 g/mol
Structure (SMILES)   C=C/C=C(\C)NC
ΔE to the lowest compared entry with this formula, charge and spin   152.4 kJ/mol

Geometry as ORCA input:
```
! RIJCOSX wB97M-V def2-TZVPD def2/J DEFGRID3
* xyz 0 1
C -2.206 1.970 1.256
C -1.378 1.577 0.297
C -0.875 0.190 0.236
C 0.258 -0.252 -0.312
C 1.313 0.679 -0.846
N 0.511 -1.613 -0.507
C 1.807 -2.181 -0.100
H -2.506 2.988 1.480
H -2.680 1.301 1.970
H -1.078 2.225 -0.515
H -1.638 -0.505 0.584
H 2.243 0.574 -0.285
H 1.610 0.497 -1.881
H 0.937 1.693 -0.757
H -0.226 -2.291 -0.493
H 2.638 -1.586 -0.463
H 1.828 -3.133 -0.633
H 1.899 -2.351 0.968
*
```

***

> Which value of molar mass does entry 4 give?

853.3 g/mol

***

> Which of these has the lowest ΔE to the lowest compared entry with this formula, charge and spin?

C22H22BF6IrO4S2Sb